No. 1
{"formula": "C3H10IN2O2", "method": "the ωB97M-V functional and the def2-TZVPD basis", "de_lowest_kj_mol": 43.0, "total_charge": -1, "gap_ev": 6.931, "homo_ev": -3.89, "species": ["I", "C", "C", "O", "H", "H", "H", "H", "H", "H", "C", "O", "N", "N", "H", "H", "H", "H"], "xyz": [[-3.663439, 0.181928, 0.520494], [0.895242, -2.989490, -0.323216], [-0.187369, -1.917333, -0.265889], [-1.440278, -2.576392, -0.350145], [1.843148, -2.480593, -0.130813], [0.912871, -3.372431, -1.344441], [0.667652, -3.785287, 0.376087], [-0.100611, -1.153780, -1.048844], [-0.144319, -1.347884, 0.674575], [-2.139219, -1.895950, -0.286190], [0.024812, 3.017642, 0.360975], [-0.854737, 3.844122, 0.581874], [-0.123473, 1.671767, 0.568877], [1.261265, 3.388904, -0.118979], [-1.041634, 1.329564, 0.835464], [0.616174, 1.018364, 0.425501], [1.473715, 4.349556, -0.286808], [2.000203, 2.717286, -0.188519]], "atomic_forces_ev_per_a": [[0.2, -0.1, 0.0], [-0.3, 1.2, -0.7], [-0.7, -0.1, 0.5], [0.1, 0.2, -0.2], [0.2, -0.4, 0.2], [0.1, -0.3, 0.1], [0.2, 0.0, 0.2], [0.2, -0.2, -0.2], [0.1, -0.2, 0.1], [0.0, -0.1, 0.2], [-0.7, 0.2, 0.3], [0.6, -0.5, -0.2], [-0.3, 0.7, 0.2], [0.3, -0.4, -0.1], [-0.1, 0.0, -0.1], [0.1, -0.1, -0.1], [-0.2, 0.2, 0.1], [0.1, 0.0, -0.1]]}

---

No. 2
{"formula": "C3H10INOP", "method": "the ωB97M-V functional and the def2-TZVPD basis", "de_lowest_kj_mol": 83.2, "smiles": "C[C@H]([NH3+])[P@](C)(=O)I", "total_charge": 1, "gap_ev": 9.982, "homo_ev": -13.84, "species": ["C", "C", "C", "N", "O", "P", "I", "H", "H", "H", "H", "H", "H", "H", "H", "H", "H"], "xyz": [[1.438664, 0.156813, 1.079872], [-1.092024, 1.728622, -0.698308], [0.312037, -0.722129, 0.563677], [0.758850, -1.403684, -0.746597], [-1.894798, 0.504953, 1.603114], [-1.282823, 0.256235, 0.319102], [-2.613358, -1.391709, -1.107971], [1.925525, 0.645066, 0.300861], [1.040818, 0.820254, 1.805049], [2.194026, -0.388286, 1.491897], [-1.847393, 2.284375, -0.343958], [-0.268031, 2.289999, -0.671422], [-1.321926, 1.433290, -1.782619], [0.137735, -1.493313, 1.360538], [1.139706, -0.665598, -1.368440], [-0.068833, -2.003542, -1.081549], [1.441824, -2.051345, -0.723246]], "atomic_forces_ev_per_a": [[-2.1, -0.1, -0.8], [-1.1, -4.8, -3.3], [0.5, -0.7, 0.3], [-3.9, 2.1, 0.0], [-0.4, 0.1, 1.3], [0.4, -1.1, -1.2], [0.6, 0.7, 0.5], [0.5, 1.5, -1.5], [-0.2, 0.8, 0.7], [1.9, -1.8, 1.6], [-3.1, 2.2, 1.1], [3.7, 1.8, 0.4], [0.3, 0.6, 1.5], [-0.4, 0.4, -1.1], [-1.0, -0.6, -0.2], [0.7, 1.6, -0.3], [3.5, -2.8, 1.1]]}

---

No. 3
{"formula": "C3H10N", "method": "the ωB97M-V functional and the def2-TZVPD basis", "de_lowest_kj_mol": 148.9, "smiles": "CC[NH2+]C", "total_charge": 1, "gap_ev": 12.883, "homo_ev": -16.42, "species": ["C", "C", "C", "N", "H", "H", "H", "H", "H", "H", "H", "H", "H", "H"], "xyz": [[1.958051, -0.213868, 0.227334], [-1.909681, 0.037085, 0.129355], [0.364083, -0.408830, -0.504367], [-0.477894, 0.515486, 0.181680], [2.006744, -0.493071, 1.303496], [2.582469, -0.826653, -0.457924], [2.363579, 0.860725, 0.118085], [-2.076425, -0.179836, -0.852402], [-2.215440, -0.821827, 0.704808], [-2.561334, 0.930724, 0.276580], [-0.048536, -1.412583, -0.385274], [0.601237, -0.026075, -1.497530], [-0.310589, 1.461528, -0.188375], [-0.106264, 0.554998, 1.118926]], "atomic_forces_ev_per_a": [[-1.5, 0.3, -1.8], [-0.8, 3.2, 1.1], [5.4, 0.1, 0.9], [-1.3, 0.3, 1.0], [-0.1, -0.2, -0.9], [-0.2, 0.2, 1.0], [-1.1, -1.5, 0.0], [-0.3, -0.9, -2.8], [0.7, 0.0, 0.7], [0.4, -0.8, 0.5], [0.5, 0.2, -0.4], [-0.7, -0.7, -0.2], [-0.7, -0.3, 0.0], [-0.4, 0.1, 0.8]]}

---

No. 4
{"formula": "C3H10N", "method": "the ωB97M-V functional and the def2-TZVPD basis", "de_lowest_kj_mol": 256.4, "total_charge": 1, "gap_ev": 9.205, "homo_ev": -15.24, "species": ["C", "H", "H", "H", "H", "C", "C", "N", "H", "H", "H", "H", "H", "H"], "xyz": [[2.857382, -0.241107, -1.468930], [1.997526, -0.527713, -2.071154], [2.370085, -0.317558, -0.566986], [3.072334, 0.796961, -1.467524], [3.774866, -0.727724, -1.692614], [-0.627197, 0.758126, 0.779005], [-2.508295, -0.937673, 0.696202], [-2.058338, 0.344607, 0.953371], [-0.038475, 0.536234, 1.706194], [-0.589549, 1.795944, 0.642986], [-0.196677, 0.331966, -0.111402], [-1.717375, -1.709034, 0.287935], [-3.519387, -1.211418, 0.944603], [-2.816900, 1.108383, 1.368317]], "atomic_forces_ev_per_a": [[-0.9, 0.6, -1.3], [0.5, 0.2, -1.1], [0.0, -1.1, 3.0], [0.0, 1.2, -0.8], [0.3, -1.0, 0.3], [-0.3, -0.9, 1.2], [3.9, 3.8, 0.5], [-3.4, -2.9, 0.1], [-0.6, -0.1, -0.8], [-0.2, 1.6, -0.1], [0.0, -0.6, -0.1], [-1.8, 1.7, 0.8], [-0.3, 0.1, -0.1], [2.6, -2.6, -1.4]]}

---

No. 5
{"formula": "C3H10N2", "method": "the ωB97M-V functional and the def2-TZVPD basis", "de_lowest_kj_mol": 267.2, "smiles": "C=NC.CN", "gap_ev": 9.593, "homo_ev": -8.54, "species": ["C", "N", "H", "H", "H", "H", "H", "C", "C", "N", "H", "H", "H", "H", "H"], "xyz": [[3.149727, 1.086776, 0.670922], [4.260373, 0.134870, 0.953694], [2.695759, 1.399201, 1.615448], [3.512034, 1.777866, -0.022911], [2.349719, 0.658145, 0.110834], [3.960950, -0.620016, 1.538573], [5.332491, 0.335615, 0.873821], [-3.791025, -0.741725, -1.536270], [-2.324370, -0.239356, 0.261173], [-2.656352, 0.153819, -0.884762], [-3.447084, -0.946104, -2.535777], [-3.949021, -1.686709, -0.877485], [-4.730154, -0.222589, -1.671151], [-1.865073, 0.275735, 1.052069], [-2.497981, -1.365533, 0.451824]], "atomic_forces_ev_per_a": [[1.3, -1.8, 1.3], [1.4, 0.4, -0.9], [0.2, 0.9, -0.3], [0.6, 1.9, -0.3], [-0.6, -1.1, -0.4], [0.6, -0.2, 0.2], [-3.5, -0.2, 0.4], [2.5, -0.6, 1.6], [-1.0, -3.8, -1.1], [-2.9, 0.3, -0.4], [0.1, -0.6, -0.3], [0.2, 1.4, -1.3], [0.0, 0.6, 0.5], [1.2, 1.1, 0.4], [-0.2, 1.5, 0.6]]}

---

No. 6
{"formula": "C3H10N2", "method": "the ωB97M-V functional and the def2-TZVPD basis", "de_lowest_kj_mol": 340.8, "smiles": "C=N.CNC", "gap_ev": 9.761, "homo_ev": -8.69, "species": ["C", "N", "H", "H", "H", "C", "N", "C", "H", "H", "H", "H", "H", "H", "H"], "xyz": [[5.877014, -0.766477, 1.124128], [5.439606, -0.630556, 2.359225], [5.319745, -1.315131, 0.328275], [6.799726, -0.177723, 0.949858], [6.413847, -0.528823, 2.853005], [-2.951786, -0.874372, -0.411058], [-2.299462, 0.500007, -0.581133], [-3.092742, 1.429033, -1.232798], [-2.545174, -1.428298, -1.139274], [-2.564645, -1.311729, 0.618148], [-4.054763, -0.847120, -0.663529], [-2.052156, 0.869073, 0.369425], [-3.185509, 1.064029, -2.332076], [-2.785638, 2.557777, -1.323563], [-4.318062, 1.460316, -0.918630]], "atomic_forces_ev_per_a": [[-0.7, 1.1, 2.2], [3.1, -1.9, -1.5], [0.1, 1.0, 0.5], [0.0, -1.2, -0.9], [-2.5, 1.1, -0.4], [-0.1, 2.7, 3.0], [0.8, -0.9, 3.4], [-4.3, 1.9, -3.4], [1.6, -2.4, -2.6], [-1.5, 0.8, -2.1], [0.9, 0.1, 1.2], [-0.3, -0.6, -1.2], [0.1, 0.8, 1.5], [0.0, -2.4, 0.6], [2.9, 0.0, -0.3]]}

---

No. 7
{"formula": "C3H10N2", "method": "the ωB97M-V functional and the def2-TZVPD basis", "de_lowest_kj_mol": 369.7, "gap_ev": 9.290, "homo_ev": -9.19, "species": ["N", "C", "C", "C", "N", "H", "H", "H", "H", "H", "H", "H", "H", "H", "H"], "xyz": [[-0.508669, -0.841306, 1.551501], [-0.380986, 0.384797, 1.147247], [-0.856496, 0.521152, -0.356023], [0.291277, 0.168150, -1.331839], [0.933793, -1.140364, -1.110256], [-0.830810, -0.821786, 2.520318], [0.259325, -1.840989, -1.423031], [-0.557231, 1.288173, 1.731198], [0.943093, 0.466706, 0.879205], [-1.257017, 1.514759, -0.571618], [-1.704684, -0.158584, -0.411880], [-0.061075, 0.310171, -2.355014], [1.104325, 0.891056, -1.173239], [1.768043, 0.586411, 1.015123], [0.857113, -1.328347, -0.111691]], "atomic_forces_ev_per_a": [[-1.1, 1.0, 0.9], [-4.7, -1.5, -1.2], [1.4, 0.1, 0.2], [0.3, 0.5, 0.3], [-1.3, -0.3, -0.1], [0.9, -0.4, 0.3], [0.2, 0.0, -0.4], [0.3, -0.1, 0.5], [4.3, 0.7, 0.1], [0.3, 0.2, 0.2], [0.2, -0.2, -0.2], [0.2, -0.3, 0.0], [-0.4, 0.1, -0.2], [-1.2, 0.1, -0.5], [0.5, 0.1, 0.1]]}